(1)
130
Properties=species:S:1:pos:R:3:lowdin_charge:R:1 method="wB97M-V/def2-TZVPD" e_above_lowest_ev=2.873 max_force_ev_per_a=5.1 gap_ev=9.0638 smiles="C[C@H]1COC(=O)O1.C1CCOC1.C1CCOC1.C1CCOC1.C1CCOC1.C1CCOC1.C1CCOC1.C1CCOC1.C1CCOC1.C1CCOC1" energy_ha=-2473.4604
C 1.30 -0.86 3.80 -0.008
C 2.37 -1.98 3.62 -0.352
C 2.23 -2.98 4.74 -0.076
O 1.78 -4.23 4.10 0.067
C 1.91 -4.08 2.74 -0.420
O 1.60 -4.97 1.96 0.137
O 2.10 -2.69 2.44 0.016
H 0.35 -1.07 3.30 0.089
H 1.77 0.07 3.50 0.068
H 1.19 -0.64 4.86 0.074
H 3.35 -1.52 3.68 0.143
H 1.52 -2.56 5.45 0.120
H 3.19 -3.05 5.24 0.132
C 4.48 2.76 -0.88 -0.178
C 5.95 2.87 -0.61 -0.190
C 6.64 2.44 -1.90 -0.168
O 5.61 1.61 -2.52 -0.146
C 4.45 1.47 -1.70 -0.204
H 4.14 3.61 -1.47 0.123
H 4.02 2.59 0.09 0.110
H 6.13 2.05 0.09 0.109
H 6.15 3.91 -0.37 0.118
H 7.59 1.93 -1.80 0.115
H 6.82 3.36 -2.46 0.110
H 4.52 0.60 -1.04 0.095
H 3.55 1.46 -2.32 0.099
C -1.50 4.64 -0.30 -0.187
C -1.96 5.26 -1.59 -0.178
C -3.00 6.30 -1.12 -0.196
O -3.49 5.80 0.13 -0.134
C -2.81 4.57 0.47 -0.184
H -0.75 5.27 0.16 0.114
H -0.97 3.71 -0.52 0.100
H -2.42 4.45 -2.15 0.110
H -1.23 5.69 -2.26 0.113
H -3.83 6.37 -1.81 0.110
H -2.63 7.32 -1.04 0.112
H -3.47 3.74 0.23 0.120
H -2.56 4.44 1.53 0.103
C 0.98 0.55 -0.28 -0.199
C -0.44 0.49 0.05 -0.175
C -0.97 -0.01 -1.31 -0.177
O 0.09 -0.84 -1.74 -0.131
C 1.23 -0.75 -0.99 -0.235
H 1.58 0.84 0.58 0.112
H 1.23 1.34 -0.99 0.121
H -0.76 1.51 0.24 0.094
H -0.86 -0.11 0.85 0.113
H -1.16 0.86 -1.93 0.118
H -1.93 -0.49 -1.16 0.113
H 2.11 -0.63 -1.62 0.110
H 1.30 -1.58 -0.29 0.110
C -6.19 0.38 -3.74 -0.200
C -5.15 -0.65 -3.90 -0.165
C -3.92 0.31 -3.71 -0.187
O -4.34 1.14 -2.64 -0.146
C -5.67 1.37 -2.63 -0.214
H -7.25 0.11 -3.64 0.105
H -6.40 0.87 -4.69 0.105
H -5.11 -1.11 -4.89 0.115
H -5.28 -1.46 -3.19 0.113
H -3.68 0.88 -4.60 0.119
H -3.07 -0.37 -3.72 0.113
H -5.73 2.39 -3.01 0.121
H -6.15 1.13 -1.68 0.120
C -0.22 3.55 4.52 -0.212
C -0.91 2.36 5.05 -0.161
C -1.67 1.76 3.82 -0.142
O -1.02 2.49 2.72 -0.166
C 0.19 3.12 3.18 -0.209
H 0.61 4.00 5.07 0.123
H -0.85 4.44 4.45 0.125
H -1.62 2.52 5.86 0.115
H -0.19 1.61 5.37 0.100
H -2.72 2.05 3.89 0.113
H -1.58 0.68 3.75 0.085
H 0.34 3.99 2.54 0.125
H 1.06 2.47 3.20 0.111
C 2.88 -1.08 -5.42 -0.134
C 2.53 0.39 -4.96 -0.182
C 1.33 0.74 -5.78 -0.204
O 0.76 -0.53 -6.13 -0.159
C 1.44 -1.63 -5.48 -0.180
H 3.41 -1.60 -4.62 0.101
H 3.49 -1.10 -6.32 0.110
H 3.39 1.06 -5.03 0.110
H 2.25 0.31 -3.91 0.081
H 1.73 1.20 -6.69 0.118
H 0.64 1.35 -5.20 0.116
H 1.45 -2.48 -6.15 0.116
H 0.97 -1.84 -4.51 0.115
C -1.65 -4.04 0.91 -0.148
C -3.01 -4.02 0.24 -0.186
C -2.72 -4.68 -1.07 -0.198
O -1.35 -4.41 -1.44 -0.138
C -0.76 -3.70 -0.32 -0.174
H -1.35 -5.01 1.29 0.115
H -1.62 -3.22 1.63 0.093
H -3.14 -2.95 0.08 0.087
H -3.87 -4.31 0.83 0.125
H -3.31 -4.24 -1.88 0.115
H -2.85 -5.76 -1.01 0.119
H -0.86 -2.64 -0.55 0.088
H 0.29 -4.00 -0.42 0.120
C -4.24 -1.83 4.23 -0.153
C -3.67 -1.01 3.09 -0.186
C -4.69 -1.09 2.00 -0.148
O -5.75 -2.00 2.52 -0.166
C -5.75 -2.08 3.96 -0.170
H -4.03 -1.42 5.21 0.105
H -3.65 -2.74 4.24 0.107
H -2.71 -1.37 2.70 0.091
H -3.50 0.05 3.29 0.074
H -4.41 -1.61 1.09 0.096
H -5.11 -0.10 1.79 0.116
H -5.99 -3.05 4.40 0.113
H -6.48 -1.37 4.35 0.111
C 4.45 -2.00 0.78 -0.159
C 5.83 -1.43 0.57 -0.188
C 6.68 -2.64 0.55 -0.248
O 5.92 -3.46 -0.24 -0.109
C 4.53 -3.26 -0.09 -0.170
H 3.63 -1.29 0.64 0.100
H 4.43 -2.39 1.80 0.093
H 6.06 -0.63 1.29 0.115
H 5.94 -0.97 -0.41 0.109
H 6.78 -3.14 1.51 0.122
H 7.69 -2.51 0.16 0.130
H 3.99 -4.06 0.41 0.107
H 3.99 -3.25 -1.04 0.120

=====

(2)
9
Properties=species:S:1:pos:R:3:lowdin_charge:R:1 method="wB97M-V/def2-TZVPD" e_above_lowest_ev=2.397 max_force_ev_per_a=4.0 gap_ev=9.0102 energy_ha=-714.5442
H 2.56 -1.21 0.28 0.122
N 1.45 -1.12 0.41 0.054
N 0.88 -0.08 0.29 -0.246
O 1.51 1.09 0.10 -0.001
H 0.80 1.72 0.11 0.071
O -1.80 1.62 -0.09 -0.124
N -1.74 0.56 -0.63 -0.488
S -1.97 -0.88 0.27 0.764
H -1.70 -1.68 -0.73 -0.151

=====

(3)
32
Properties=species:S:1:pos:R:3:lowdin_charge:R:1 method="wB97M-V/def2-TZVPD" e_above_lowest_ev=0.000 max_force_ev_per_a=0.3 gap_ev=10.6720 energy_ha=-1152.0988
C -3.61 -1.16 -2.29 -0.109
O -2.41 -0.98 -3.02 -0.198
C -2.08 0.37 -3.24 -0.237
C -1.46 1.05 -2.01 -0.189
C -0.32 0.24 -1.41 -0.197
C 0.31 0.93 -0.20 -0.163
C 1.41 0.08 0.43 -0.354
C 0.91 -0.86 1.53 -0.094
C 2.01 -1.31 2.48 -0.313
F 1.58 -2.48 3.10 -0.012
C 2.33 -0.37 3.64 -0.170
O 2.98 0.85 3.28 -0.301
S 2.22 1.81 2.20 0.922
O 3.11 2.93 2.10 -0.366
O 2.53 0.88 0.91 -0.288
H -3.63 -2.19 -1.93 0.089
H -4.48 -0.99 -2.93 0.088
H -3.67 -0.49 -1.43 0.082
H -2.97 0.93 -3.57 0.121
H -1.36 0.38 -4.06 0.125
H -2.23 1.24 -1.26 0.108
H -1.09 2.03 -2.33 0.121
H -0.69 -0.75 -1.13 0.118
H 0.45 0.08 -2.17 0.128
H -0.47 1.13 0.54 0.118
H 0.73 1.89 -0.49 0.127
H 1.89 -0.51 -0.35 0.153
H 0.50 -1.76 1.08 0.135
H 0.10 -0.39 2.10 0.126
H 2.93 -1.55 1.93 0.161
H 3.04 -0.88 4.29 0.136
H 1.42 -0.17 4.21 0.132